1.
This record from OMol25 describes a 2-piece molecular cluster, C4H11NO overall. The level of theory is ωB97M-V/def2-TZVPD.

The geometry in XYZ format:
```
17
C4H11NO, DFT ωB97M-V/def2-TZVPD
C -1.258 0.860 -0.584
C 0.042 0.235 -0.864
C 0.135 -1.130 -1.209
N -0.843 -1.990 -1.083
C 1.313 0.898 -0.509
H -2.083 0.232 -0.899
H -1.337 1.845 -1.057
H -1.324 1.063 0.489
H 1.043 -1.491 -1.660
H -0.704 -2.973 -1.276
H -1.594 -1.845 -0.416
H 1.139 1.595 0.322
H 1.933 1.455 -1.213
H 1.979 0.149 -0.075
H 0.354 0.533 2.595
H 0.383 0.450 4.114
O 0.821 0.115 3.324
```

## Properties
Relative energy (zero: lowest compared OMol25 entry of this formula, charge and spin) ... 8.7 kcal/mol
Multiplicity ... 2
Gap between HOMO and LUMO (alpha / beta) ... 0.3766 / 0.2925 Ha
E_HOMO (alpha / beta) ... -14.02 / -14.65 eV
Total charge ... +1

=====

2.
This record from OMol25 describes a 2-piece molecular cluster, C4H11NO overall. The level of theory is ωB97M-V/def2-TZVPD.

The geometry in XYZ format:
```
17
C4H11NO, DFT ωB97M-V/def2-TZVPD
C -0.954 -1.733 1.488
C 0.176 -1.253 2.414
H -1.864 -1.903 2.047
H -1.201 -0.971 0.736
H -0.716 -2.652 0.951
H 1.161 -1.536 2.025
H 0.160 -0.160 2.523
H 0.106 -1.716 3.392
C -0.618 1.839 -1.606
C 0.250 0.739 -1.095
O 0.308 -0.351 -1.724
N 0.924 0.825 0.019
H -0.578 1.857 -2.694
H -0.370 2.802 -1.163
H 1.523 0.051 0.293
H 1.229 1.756 0.311
H -1.654 1.605 -1.319
```

## Properties
Relative energy (zero: lowest compared OMol25 entry of this formula, charge and spin) ... 34.3 kcal/mol
Multiplicity ... 2
Gap between HOMO and LUMO (alpha / beta) ... 0.4000 / 0.2285 Ha
E_HOMO (alpha / beta) ... -15.39 / -15.39 eV
Total charge ... +1

=====

3.
This record from OMol25 describes a 2-piece molecular cluster, C4H11NO2 overall. The level of theory is ωB97M-V/def2-TZVPD.

The geometry in XYZ format:
```
18
C4H11NO2, DFT ωB97M-V/def2-TZVPD
C -0.293 -0.365 1.830
C 0.581 0.780 2.321
C -0.399 -0.478 0.325
N -0.814 0.675 -0.308
C -0.955 0.727 -1.762
O -0.091 -1.489 -0.275
H -1.309 -0.302 2.243
H 0.075 -1.328 2.184
H 0.747 0.667 3.392
H 1.562 0.753 1.852
H 0.119 1.752 2.191
H -1.542 1.150 0.205
H -0.432 1.605 -2.136
H -2.004 0.782 -2.039
H -0.522 -0.163 -2.214
H 1.319 -1.856 -3.204
H 1.854 -1.403 -1.839
O 2.105 -1.507 -2.764
```

## Properties
Relative energy (zero: lowest compared OMol25 entry of this formula, charge and spin) ... 8.3 kcal/mol
SMILES ... CCC(=O)NC.O
Gap between HOMO and LUMO ... 0.3897 Ha
E_HOMO ... -9.87 eV
Total charge ... 0

=====

4.
This record from OMol25 describes a 3-piece molecular cluster, C4H11NO2 overall. The level of theory is ωB97M-V/def2-TZVPD.

The geometry in XYZ format:
```
18
C4H11NO2, DFT ωB97M-V/def2-TZVPD
C 2.831 1.819 -0.867
C 1.599 0.978 -0.361
C 0.614 1.282 0.435
C 0.552 -0.766 -1.686
N 1.591 -0.387 -1.034
H 2.805 2.732 -0.240
H 3.538 1.059 -0.562
H 2.642 2.183 -1.905
H -0.431 1.200 0.362
H 0.784 1.905 1.374
H 0.577 -1.810 -2.102
H -0.452 -0.180 -1.768
H -1.553 -1.863 4.353
H -0.211 -1.616 3.480
O -1.055 -1.149 3.889
H -4.138 -2.367 -1.368
H -5.311 -1.373 -1.196
O -4.383 -1.645 -0.804
```

## Properties
Relative energy (zero: lowest compared OMol25 entry of this formula, charge and spin) ... 102.6 kcal/mol
SMILES ... C=NC(=C)C.O.O
Gap between HOMO and LUMO ... 0.3419 Ha
E_HOMO ... -8.62 eV
Total charge ... 0

=====

5.
This record from OMol25 describes one molecule with the formula C4H11NO2. The level of theory is ωB97M-V/def2-TZVPD.

The geometry in XYZ format:
```
18
C4H11NO2, DFT ωB97M-V/def2-TZVPD
C -0.677 -0.133 1.177
O -0.139 -0.404 2.477
C 0.359 -0.424 0.126
C 0.261 0.432 -1.154
C 0.935 1.762 -1.035
O -1.185 0.638 -1.309
N 0.488 -1.854 -0.274
H -0.888 0.935 1.174
H -1.598 -0.701 1.080
H -0.025 -1.332 2.630
H 1.405 -0.193 0.362
H 0.543 -0.069 -2.080
H 0.448 2.583 -1.550
H 1.991 1.761 -1.310
H 1.001 2.104 0.009
H -1.419 0.860 -2.202
H -0.354 -2.046 -0.787
H 0.616 -2.489 0.500
```

## Properties
Relative energy (zero: lowest compared OMol25 entry of this formula, charge and spin) ... 39.3 kcal/mol
SMILES ... C[C@H](O)[C@H](N)CO
Gap between HOMO and LUMO ... 0.3753 Ha
E_HOMO ... -9.40 eV
Total charge ... 0

=====

6.
This record from OMol25 describes a 2-piece molecular cluster, C4H11NO2 overall. The level of theory is ωB97M-V/def2-TZVPD.

The geometry in XYZ format:
```
18
C4H11NO2, DFT ωB97M-V/def2-TZVPD
C -0.411 -1.393 1.515
C 0.306 -0.583 2.539
O -0.188 -0.220 3.583
N 1.618 -0.271 2.247
H 0.173 -1.960 0.791
H -1.153 -0.931 0.855
H 1.989 0.513 2.770
H 2.112 -0.527 1.438
H -1.058 -2.129 2.004
C -0.049 1.062 -1.547
C -1.173 0.965 -2.563
O 0.466 -0.288 -1.440
H 0.749 1.680 -1.962
H -0.326 1.405 -0.550
H -1.752 1.881 -2.687
H 1.336 -0.242 -1.017
H -1.920 0.185 -2.429
H -0.719 0.852 -3.547
```

## Properties
Relative energy (zero: lowest compared OMol25 entry of this formula, charge and spin) ... 20.8 kcal/mol
SMILES ... CC(N)=O.CCO
Gap between HOMO and LUMO ... 0.3860 Ha
E_HOMO ... -9.99 eV
Total charge ... 0

=====

> total charge of number 4 (C4H11NO2)?

0

=====

What did the third record say?
This record from OMol25 describes a 2-piece molecular cluster, C4H11NO2 overall. The level of theory is ωB97M-V/def2-TZVPD.

The geometry in XYZ format:
```
18
C4H11NO2, DFT ωB97M-V/def2-TZVPD
C -0.293 -0.365 1.830
C 0.581 0.780 2.321
C -0.399 -0.478 0.325
N -0.814 0.675 -0.308
C -0.955 0.727 -1.762
O -0.091 -1.489 -0.275
H -1.309 -0.302 2.243
H 0.075 -1.328 2.184
H 0.747 0.667 3.392
H 1.562 0.753 1.852
H 0.119 1.752 2.191
H -1.542 1.150 0.205
H -0.432 1.605 -2.136
H -2.004 0.782 -2.039
H -0.522 -0.163 -2.214
H 1.319 -1.856 -3.204
H 1.854 -1.403 -1.839
O 2.105 -1.507 -2.764
```

## Properties
Relative energy (zero: lowest compared OMol25 entry of this formula, charge and spin) ... 8.3 kcal/mol
SMILES ... CCC(=O)NC.O
Gap between HOMO and LUMO ... 0.3897 Ha
E_HOMO ... -9.87 eV
Total charge ... 0